The following is a DFT calculation (ωB97M-V/def2-TZVPD) of 3 unconnected molecules or ions with the total composition C24H51N4O6 in a non-equilibrium geometry.

E_HOMO ... -0.3715 hartree
Net charge ... +1
Lowest unoccupied orbital energy ... -3.443 eV
HOMO-LUMO gap ... 6.667 eV

Last column: Mulliken charge in e.
Cartesian coordinates (Å):
C: -2.370 0.122 -0.499  -1.222
C: -1.431 1.107 -1.225  -0.578
N: -0.535 0.429 -2.206  0.174
C: 0.320 1.501 -2.784  -0.694
C: 1.752 1.065 -3.152  -1.061
N: 2.721 1.474 -2.131  0.241
C: 3.574 0.766 -1.491  0.437
C: 3.729 -0.712 -1.704  0.046
C: 4.495 -1.420 -0.572  -0.252
O: 5.045 -2.427 -0.812  -0.411
C: 4.394 1.566 -0.526  -0.109
C: 3.667 2.955 -0.443  -0.771
C: 2.879 2.880 -1.740  -0.934
C: 0.244 -0.507 -1.425  0.582
C: 0.150 -1.948 -1.872  -1.351
O: 0.893 -0.218 -0.477  -0.472
H: -2.018 -0.107 0.504  0.433
H: -2.464 -0.820 -1.040  0.190
H: -3.353 0.585 -0.448  0.394
H: -1.982 1.915 -1.702  0.548
H: -0.837 1.588 -0.435  0.377
H: -0.157 1.804 -3.718  0.316
H: 0.284 2.377 -2.134  0.459
H: 1.847 0.017 -3.419  0.416
H: 2.029 1.632 -4.045  0.487
H: 4.293 -0.836 -2.634  0.416
H: 2.756 -1.169 -1.867  -0.138
H: 4.527 -0.997 0.449  0.424
H: 4.218 1.143 0.466  -0.068
H: 5.468 1.566 -0.704  0.459
H: 4.289 3.842 -0.411  0.380
H: 3.013 2.959 0.428  0.291
H: 2.024 3.547 -1.816  0.526
H: 3.543 3.289 -2.519  0.336
H: 0.094 -2.029 -2.957  0.323
H: -0.812 -2.327 -1.514  0.382
H: 0.948 -2.553 -1.450  0.426
C: -4.851 -0.276 -3.237  -0.792
O: -4.931 -1.335 -2.300  -0.302
C: -5.880 -1.108 -1.260  -0.829
C: -7.092 -2.009 -1.408  -0.227
N: -7.909 -1.622 -2.552  -0.327
C: -8.932 -2.599 -2.928  -0.700
C: -8.483 -4.002 -3.339  -0.470
O: -7.786 -4.060 -4.572  -0.430
C: -6.409 -3.748 -4.503  -0.488
H: -3.972 -0.444 -3.860  0.217
H: -5.727 -0.251 -3.891  0.355
H: -4.742 0.691 -2.736  0.337
H: -6.170 -0.055 -1.199  0.437
H: -5.379 -1.368 -0.322  0.352
H: -7.698 -1.944 -0.499  0.408
H: -6.723 -3.038 -1.498  0.174
H: -7.307 -1.474 -3.351  0.070
H: -9.476 -2.170 -3.772  0.374
H: -9.646 -2.686 -2.104  0.400
H: -9.389 -4.593 -3.491  0.353
H: -7.918 -4.514 -2.551  0.342
H: -5.957 -4.078 -3.564  0.258
H: -6.240 -2.678 -4.649  0.138
H: -5.911 -4.266 -5.325  0.329
C: 3.494 -1.149 6.082  -0.616
O: 4.012 -0.034 6.783  -0.337
C: 5.425 0.109 6.689  -0.792
C: 5.800 1.303 5.829  -0.218
N: 5.492 1.066 4.421  -0.262
C: 5.558 2.258 3.579  -0.233
C: 4.623 3.425 3.895  -0.599
O: 3.252 3.159 3.646  -0.404
C: 2.572 2.463 4.681  -0.557
H: 2.456 -1.279 6.387  0.238
H: 3.512 -0.988 4.998  0.205
H: 4.044 -2.062 6.325  0.346
H: 5.904 -0.807 6.333  0.404
H: 5.787 0.297 7.703  0.400
H: 6.871 1.497 5.933  0.381
H: 5.256 2.169 6.224  0.177
H: 4.560 0.680 4.349  0.032
H: 5.333 1.931 2.558  -0.152
H: 6.590 2.621 3.573  0.450
H: 4.888 4.239 3.214  0.395
H: 4.767 3.822 4.905  0.394
H: 2.941 2.736 5.672  0.311
H: 2.638 1.382 4.538  0.161
H: 1.516 2.732 4.622  0.297


The following is a DFT calculation (ωB97M-V/def2-TZVPD) of a molecular structure, C24H51N4O8V in a non-equilibrium geometry.

E_HOMO (spin up / spin down) ... -0.2246 / -0.2163 hartree
2S+1 ... 3
Lowest unoccupied orbital energy (spin up / spin down) ... 0.056 / -1.646 eV
HOMO-LUMO gap (spin up / spin down) ... 6.166 / 4.240 eV

Last column: Löwdin spin population.
Cartesian coordinates (Å):
O: -0.045 -1.022 -1.151  -0.185
V: 1.104 -0.336 -0.321  1.081
C: -0.943 -1.723 3.955  0.024
C: 0.114 -2.784 3.480  0.024
C: -0.254 -4.119 4.170  0.005
C: -1.423 -4.779 3.541  0.000
C: -1.273 -5.058 2.036  0.004
C: -0.913 -3.751 1.283  0.030
N: 0.123 -2.979 1.983  0.484
O: 1.108 -2.133 1.233  0.383
C: -2.132 -2.801 1.010  0.028
C: -0.420 -4.277 -0.034  0.003
C: 1.546 -2.419 4.010  0.002
H: -0.811 -1.572 5.027  0.003
H: -1.967 -2.086 3.866  0.000
H: -0.896 -0.849 3.305  0.000
H: -0.526 -3.957 5.213  0.000
H: 0.634 -4.739 4.293  0.000
H: -2.336 -4.215 3.736  0.000
H: -1.541 -5.751 4.021  0.000
H: -2.283 -5.290 1.697  0.000
H: -0.741 -5.987 1.833  0.000
H: -1.824 -1.782 0.774  0.000
H: -2.823 -2.749 1.852  0.001
H: -2.730 -3.089 0.146  0.004
H: -1.061 -5.069 -0.421  0.000
H: 0.519 -4.829 0.004  0.000
H: -0.389 -3.599 -0.887  -0.001
H: 2.361 -3.125 3.849  0.000
H: 1.613 -2.344 5.095  0.000
H: 1.809 -1.414 3.681  -0.001
C: 1.875 4.274 -2.209  0.000
C: 0.715 3.607 -2.963  0.001
C: 0.769 4.172 -4.452  0.000
C: -0.057 3.356 -5.413  0.000
C: 0.268 1.839 -5.382  0.000
C: 0.233 1.183 -3.981  0.001
N: 0.977 2.080 -3.031  0.021
O: 1.296 1.507 -1.752  0.077
C: 0.849 -0.229 -4.284  -0.001
C: -1.334 1.011 -3.710  0.001
C: -0.658 3.986 -2.380  0.001
H: 1.902 3.890 -1.189  0.000
H: 1.846 5.363 -2.245  0.000
H: 2.872 4.003 -2.557  0.000
H: 1.777 4.398 -4.799  0.000
H: 0.273 5.141 -4.511  0.000
H: 0.139 3.783 -6.397  0.000
H: -1.106 3.592 -5.240  0.000
H: 1.278 1.785 -5.789  0.000
H: -0.293 1.318 -6.158  0.000
H: 0.176 -0.761 -4.956  0.000
H: 0.963 -0.824 -3.378  0.000
H: 1.813 -0.135 -4.783  0.000
H: -1.960 1.781 -4.161  0.000
H: -1.586 1.067 -2.651  0.000
H: -1.695 0.069 -4.122  0.000
H: -1.539 3.714 -2.963  0.000
H: -0.687 5.064 -2.223  0.000
H: -0.835 3.607 -1.374  0.000
N: 3.861 -1.544 -1.918  0.000
O: 2.940 -1.219 -1.165  0.007
O: 3.686 -2.433 -2.769  0.001
O: 4.903 -0.984 -1.764  0.002
C: 3.816 0.733 1.304  0.000
O: 2.401 0.705 1.094  0.002
C: 1.743 1.489 2.044  0.000
C: 0.316 1.836 1.586  -0.001
N: -0.384 0.649 1.037  -0.001
C: -1.660 1.149 0.476  0.000
C: -2.610 1.829 1.499  0.000
O: -2.683 0.963 2.621  0.000
C: -3.449 1.436 3.732  0.000
H: 4.351 0.064 0.629  0.000
H: 4.029 0.428 2.328  0.000
H: 4.207 1.735 1.123  0.000
H: 2.223 2.465 2.120  0.000
H: 1.784 0.949 2.990  0.000
H: 0.294 2.612 0.820  -0.001
H: -0.229 2.151 2.475  0.000
H: -0.695 0.163 1.866  0.001
H: -2.223 0.318 0.052  0.000
H: -1.524 1.796 -0.390  -0.001
H: -3.602 1.865 1.049  0.000
H: -2.401 2.844 1.834  0.000
H: -3.120 2.430 4.035  0.000
H: -3.390 0.827 4.634  0.000
H: -4.456 1.725 3.431  0.000


The following is a DFT calculation (ωB97M-V/def2-TZVPD) of a molecular structure, C24H52B2MgO14S4 in a non-equilibrium geometry.

E_HOMO ... -0.3445 hartree
Lowest unoccupied orbital energy ... -0.011 eV
HOMO-LUMO gap ... 9.363 eV

Last column: Mulliken charge in e.
Cartesian coordinates (Å):
Mg: 0.251 1.063 1.744  1.410
B: 0.601 0.599 -0.360  2.930
H: -0.396 0.296 0.212  -0.586
H: 0.913 1.676 0.023  -0.491
H: 1.476 -0.221 -0.212  -0.905
H: 0.328 0.663 -1.539  -0.949
B: 1.501 2.455 2.820  1.740
H: 1.072 3.357 2.135  -0.376
H: 2.010 1.624 2.157  -0.646
H: 2.303 2.811 3.645  -0.271
H: 0.580 1.972 3.399  -0.234
C: 0.954 -0.079 -5.693  -1.612
C: 0.213 0.404 -4.474  1.248
C: 0.098 1.943 -4.392  -0.269
O: -1.313 2.161 -4.226  -0.365
C: -2.001 1.014 -4.377  0.696
O: -3.183 0.931 -4.405  -0.569
O: -1.149 -0.039 -4.493  -0.450
H: 0.504 0.362 -6.584  0.419
H: 0.890 -1.162 -5.801  0.374
H: 2.003 0.207 -5.618  0.349
H: 0.693 0.072 -3.555  -0.332
H: 0.423 2.459 -5.293  0.431
H: 0.599 2.324 -3.503  0.124
C: 3.870 2.327 -0.029  -1.571
C: 4.098 1.202 -0.994  2.164
C: 4.368 1.577 -2.446  -0.001
O: 5.440 0.712 -2.825  -0.382
C: 6.098 0.304 -1.712  0.627
O: 7.160 -0.223 -1.696  -0.558
O: 5.361 0.577 -0.616  -0.424
H: 2.897 2.810 -0.078  0.100
H: 4.644 3.082 -0.197  0.534
H: 3.971 1.959 0.990  0.217
H: 3.340 0.427 -0.888  -1.162
H: 4.653 2.628 -2.538  0.302
H: 3.556 1.375 -3.142  -0.002
C: -2.068 -3.094 -2.348  -0.667
C: -3.534 -3.251 -1.901  -0.774
C: -3.531 -3.313 -0.385  -0.989
S: -2.303 -2.124 0.133  1.141
O: -1.515 -2.659 1.215  -0.703
O: -2.946 -0.841 0.279  -0.711
C: -1.357 -2.152 -1.392  0.667
H: -2.100 -2.649 -3.344  0.259
H: -1.594 -4.064 -2.493  0.378
H: -3.984 -4.126 -2.364  0.447
H: -4.118 -2.373 -2.189  0.295
H: -3.141 -4.291 -0.079  0.363
H: -4.472 -3.185 0.143  0.505
H: -0.379 -2.524 -1.085  -0.090
H: -1.218 -1.154 -1.788  -0.584
C: -3.612 -2.137 4.068  -0.418
C: -2.514 -2.488 5.098  -0.936
C: -1.255 -1.765 4.658  -0.128
S: -1.838 -0.149 4.183  1.012
O: -1.083 0.340 3.062  -0.176
O: -1.978 0.633 5.371  -0.798
C: -3.475 -0.678 3.652  -0.393
H: -4.607 -2.335 4.460  0.441
H: -3.485 -2.796 3.205  -0.033
H: -2.367 -3.560 5.207  0.430
H: -2.855 -2.109 6.067  0.316
H: -0.876 -2.236 3.746  -0.235
H: -0.447 -1.607 5.368  0.607
H: -3.553 -0.456 2.588  -0.012
H: -4.148 -0.001 4.179  0.554
C: 3.993 -2.208 0.628  -0.064
C: 3.141 -3.476 0.802  -1.049
C: 1.776 -3.058 1.279  0.193
S: 2.104 -1.757 2.480  0.831
O: 2.223 -2.344 3.787  -0.753
O: 1.214 -0.648 2.285  -0.947
C: 3.723 -1.346 1.855  -0.525
H: 3.748 -1.659 -0.279  -0.260
H: 5.048 -2.469 0.615  0.530
H: 3.639 -4.096 1.550  0.333
H: 3.071 -4.026 -0.136  0.438
H: 1.085 -3.774 1.709  0.730
H: 1.257 -2.464 0.518  -0.694
H: 4.437 -1.553 2.654  0.506
H: 3.800 -0.266 1.727  -0.171
C: -3.364 3.315 -1.150  -1.003
C: -1.885 3.619 -1.427  0.488
C: -1.458 4.439 -0.224  -0.919
S: -2.084 3.470 1.139  0.892
O: -2.493 4.327 2.201  -0.809
O: -1.166 2.393 1.385  -0.850
C: -3.450 2.711 0.237  0.166
H: -3.808 2.752 -1.977  0.420
H: -3.959 4.232 -1.241  0.337
H: -1.723 4.130 -2.375  0.540
H: -1.298 2.697 -1.478  -0.638
H: -1.920 5.423 -0.221  0.433
H: -0.381 4.521 -0.073  0.379
H: -4.386 2.984 0.724  0.511
H: -3.362 1.626 0.251  -0.317